i:
Computed, not measured: a cluster of 3 separate species, C3H11NO3S in total, with the ωB97M-V functional and the def2-TZVPD basis.

Properties
Total charge: -2
Multiplicity: 1
Gap between HOMO and LUMO in eV: 5.768
E_HOMO in eV: 0.3

Last column: Mulliken charge in e.
CARTESIAN COORDINATES (ANGSTROEM)
C: 0.422 -0.108 0.394  -0.48
O: 1.587 0.209 -0.322  -0.93
C: -0.629 -0.891 -0.504  0.15
C: -2.011 -1.092 0.236  -0.80
S: -2.972 0.485 0.631  -0.77
N: -0.809 -0.125 -1.718  -0.80
H: 0.716 -0.623 1.399  0.15
H: -0.145 0.817 0.762  0.28
H: -0.161 -1.922 -0.691  0.18
H: -1.853 -1.667 1.232  0.22
H: -2.613 -1.863 -0.277  0.29
H: -1.229 0.800 -1.503  0.28
H: 0.111 0.209 -2.065  0.34
H: 1.769 2.786 0.701  0.27
H: 2.298 1.478 0.046  0.48
O: 2.641 2.462 0.352  -0.81
H: 4.101 -0.997 0.144  0.27
H: 2.525 -1.141 0.006  0.46
O: 3.398 -1.697 0.148  -0.79

***

ii:
Computed, not measured: a cluster of 3 separate species, C3H11NO3S in total, with the ωB97M-V functional and the def2-TZVPD basis.

Properties
Total charge: -2
Multiplicity: 1
Gap between HOMO and LUMO in eV: 5.870
E_HOMO in eV: 0.1

Last column: Mulliken charge in e.
CARTESIAN COORDINATES (ANGSTROEM)
C: 1.321 0.019 1.190  -0.20
C: 2.084 -0.248 -0.063  -0.76
S: 3.690 -1.103 0.401  -0.81
N: 0.360 1.150 1.064  -0.40
C: -1.057 0.893 0.931  -0.41
O: -1.505 0.816 -0.350  -0.47
H: 0.671 -0.952 1.518  0.21
H: 1.891 0.354 2.080  0.23
H: 2.634 0.556 -0.553  0.21
H: 1.698 -0.817 -0.917  0.26
H: 0.692 1.738 0.290  0.20
H: -1.563 1.797 1.346  0.21
H: -1.210 -0.021 1.576  0.31
H: -4.048 0.010 -1.530  0.41
H: -3.058 1.247 -1.953  0.32
O: -4.038 0.920 -1.960  -0.74
H: -1.990 -0.059 -0.619  0.38
H: -2.651 -1.812 -1.547  0.17
O: -3.045 -1.289 -0.927  -1.13

***

Most stable of them? i.

***

i:
Computed, not measured: an isolated molecule of C8H7NO2, with the ωB97M-V functional and the def2-TZVPD basis.

Properties
Multiplicity: 1
Gap between HOMO and LUMO in eV: 8.614
E_HOMO in eV: -8.3

Last column: Mulliken charge in e.
CARTESIAN COORDINATES (ANGSTROEM)
C: 0.414 1.345 3.258  -0.95
C: 0.483 0.817 1.903  1.08
C: 1.640 1.197 1.117  -0.51
C: 1.735 0.825 -0.308  -0.93
C: 0.768 -0.193 -0.624  0.34
C: -1.079 -0.937 -1.865  0.52
C: -0.496 -0.294 0.130  0.52
C: -0.658 0.021 1.378  -0.82
H: -0.842 1.453 3.344  0.19
H: 0.663 0.642 4.279  0.20
H: 1.044 2.336 3.625  0.28
H: 2.442 1.877 1.610  0.25
H: 2.565 0.982 -0.944  0.41
H: 0.613 -0.378 -2.837  0.36
H: -1.566 -0.127 1.884  0.40
N: 0.486 -0.955 -1.748  -0.41
O: -1.700 -1.202 -2.993  -0.58
O: -1.445 -0.895 -0.590  -0.35

***

ii:
Computed, not measured: an isolated molecule of C8H7NO2, with the ωB97M-V functional and the def2-TZVPD basis.

Properties
Multiplicity: 1
Gap between HOMO and LUMO (alpha / beta) in eV: 7.508 / 7.506
E_HOMO (alpha / beta) in eV: -7.1 / -7.1

Last column: Mulliken charge in e.
CARTESIAN COORDINATES (ANGSTROEM)
C: -2.368 -0.026 -0.074  -0.75
C: -1.772 1.136 0.311  -0.22
C: -1.490 -1.067 -0.272  -0.55
C: -0.525 1.201 0.913  -0.71
C: -0.097 -1.024 -0.132  0.15
C: 0.361 0.026 0.814  0.58
C: 0.482 -1.838 -1.003  0.29
C: 1.788 0.611 0.336  0.39
N: 1.139 -2.303 -1.913  -0.40
O: 2.706 0.144 -0.343  -0.58
O: 1.857 1.969 0.735  -0.48
H: -3.372 0.015 -0.288  0.48
H: -2.365 2.124 0.246  0.25
H: -1.739 -2.057 -0.673  0.30
H: -0.058 2.056 1.310  0.52
H: 1.015 -0.244 1.679  0.14
H: 1.668 -3.093 -2.118  0.27
H: 2.770 2.370 0.471  0.34

***

Most stable of them? i.

***

i:
Computed, not measured: the ion C3H8N with charge +1, with the ωB97M-V functional and the def2-TZVPD basis.

Properties
Total charge: +1
Multiplicity: 1
Gap between HOMO and LUMO in eV: 8.144
E_HOMO in eV: -17.2

Last column: Mulliken charge in e.
CARTESIAN COORDINATES (ANGSTROEM)
C: -1.729 0.142 0.580  -1.13
C: -0.482 0.049 -0.368  -0.22
C: 1.913 -0.181 -0.168  -0.60
N: 0.623 -0.093 0.455  0.05
H: -1.652 1.109 1.083  0.33
H: -2.703 0.009 0.113  0.38
H: -1.548 -0.578 1.380  0.35
H: -0.659 -0.826 -1.046  0.40
H: -0.440 0.894 -1.085  0.43
H: 2.225 -1.209 -0.386  0.35
H: 2.579 0.307 0.550  0.31
H: 1.873 0.378 -1.108  0.35

***

ii:
Computed, not measured: a cluster of 2 separate species, C3H8N in total, with the ωB97M-V functional and the def2-TZVPD basis.

Properties
Total charge: +1
Multiplicity: 1
Gap between HOMO and LUMO (alpha / beta) in eV: 10.570 / 7.353
E_HOMO (alpha / beta) in eV: -14.6 / -12.8

Last column: Mulliken charge in e.
CARTESIAN COORDINATES (ANGSTROEM)
C: -0.722 -1.639 1.468  -0.34
C: 0.481 -1.391 1.280  -0.18
C: 0.965 0.670 -0.813  -0.67
N: -0.395 1.387 -1.001  -0.35
H: -0.998 -2.187 2.292  0.28
H: -1.525 -1.316 0.803  0.12
H: 1.404 -1.463 1.742  0.34
H: 1.035 -0.060 -1.611  0.38
H: 1.824 1.358 -0.734  0.34
H: -1.125 0.731 -0.873  0.28
H: -0.601 1.547 -2.045  0.41
H: -0.344 2.363 -0.508  0.40

***

Most stable of them? i.

***

i:
Computed, not measured: the ion C3H8N with charge +1, with the ωB97M-V functional and the def2-TZVPD basis.

Properties
Total charge: +1
Multiplicity: 1
Gap between HOMO and LUMO in eV: 11.108
E_HOMO in eV: -15.2

Last column: Mulliken charge in e.
CARTESIAN COORDINATES (ANGSTROEM)
C: -1.237 0.403 0.587  -1.21
C: 0.085 -0.268 0.256  0.81
C: 1.194 -0.089 0.957  -0.93
N: 0.248 -0.442 -1.219  -0.33
H: -1.357 0.588 1.643  0.35
H: -2.097 0.012 0.042  0.38
H: -1.156 1.352 0.035  0.36
H: 2.144 -0.311 0.480  0.20
H: 1.251 0.228 1.986  0.28
H: -0.225 0.279 -1.775  0.38
H: 1.244 -0.400 -1.451  0.34
H: -0.093 -1.352 -1.541  0.37

***

ii:
Computed, not measured: a cluster of 2 separate species, C3H8N in total, with the ωB97M-V functional and the def2-TZVPD basis.

Properties
Total charge: +1
Multiplicity: 1
Gap between HOMO and LUMO in eV: 11.602
E_HOMO in eV: -16.9

Last column: Mulliken charge in e.
CARTESIAN COORDINATES (ANGSTROEM)
C: 0.484 -0.126 -2.084  -0.12
C: 1.686 0.610 -0.072  -0.23
C: -1.511 -0.338 1.502  -0.99
N: 1.103 0.265 -1.097  0.15
H: 0.931 -0.124 -3.074  0.28
H: -0.540 -0.479 -1.991  0.29
H: 1.649 1.645 0.260  0.31
H: -1.205 -1.262 1.027  0.24
H: 2.257 -0.098 0.519  0.32
H: -2.023 -0.574 2.425  0.30
H: -2.185 0.209 0.855  0.27
H: -0.646 0.273 1.730  0.18

***

Most stable of them? i.